Model w:
An isolated ion of composition C3H12N3S and charge +1, computed with the ωB97M-V functional and the def2-TZVPD basis.

ORCA input file:
```
! RIJCOSX wB97M-V def2-TZVPD def2/J DEFGRID3
* xyz 1 1
C -1.24445 -0.15531 -1.13310
C 0.21463 0.12754 -0.63984
N 1.15414 -0.78431 -1.16467
S 0.63990 1.94928 -0.91846
C 0.44530 -0.04446 0.91417
N -0.01184 -1.35570 1.27212
N -0.34865 0.98114 1.71528
H -1.30111 -1.04873 -1.72260
H -1.47803 0.73245 -1.65973
H -2.07066 -0.25834 -0.30722
H 1.95822 -0.40949 -1.59798
H 0.62279 -1.16589 -1.97678
H 0.98723 1.61948 -2.14628
H 1.49047 0.11510 1.01643
H 0.42218 -2.06082 0.58967
H 0.11118 -1.62276 2.24137
H -0.02756 0.74211 2.64920
H -0.18828 1.98180 1.45842
H -1.37546 0.65694 1.41001
*
```

## Properties
**HOMO energy**: -13.423 eV
**Frontier orbital gap**: 9.888 eV
**LUMO**: -3.5 eV


Model x:
A 2-piece molecular cluster, C3H12N3S overall, computed with the ωB97M-V functional and the def2-TZVPD basis.

ORCA input file:
```
! RIJCOSX wB97M-V def2-TZVPD def2/J DEFGRID3
* xyz 1 1
C -1.32766 0.35925 -0.70896
C 1.19263 -0.13222 -0.12795
C -0.13302 0.62422 0.13731
N 1.45136 0.32553 -1.48411
N -0.74765 -0.49749 1.91854
N 0.96006 -1.64315 -0.15115
S 0.02191 2.18236 0.83912
H -1.47408 1.12236 -1.51079
H -2.30294 0.48721 -0.06871
H -1.29067 -0.67484 -0.95994
H 1.92085 0.17439 0.65071
H 1.69264 1.27079 -1.59215
H 0.82198 0.02814 -2.12856
H -0.24161 -0.25183 2.76374
H -1.78176 -0.48100 2.00419
H 1.86667 -2.19043 -0.16208
H 0.65466 -1.89371 -1.12873
H -0.26185 -1.41471 1.48474
H -1.02151 2.60513 0.22478
*
```

## Properties
**HOMO energy**: -13.919 eV
**Frontier orbital gap**: 9.626 eV
**LUMO**: -4.3 eV


Model y:
A 2-piece molecular cluster, C3H12N3S overall, computed with the ωB97M-V functional and the def2-TZVPD basis.

ORCA input file:
```
! RIJCOSX wB97M-V def2-TZVPD def2/J DEFGRID3
* xyz 1 1
C -0.60594 1.01347 1.15516
C 2.67675 -0.07274 -0.17995
C 0.72847 0.44092 1.07451
N 0.51122 0.02751 -1.22781
N 1.20731 0.07565 -0.07229
N -2.26839 -0.76973 -0.97698
S 1.82324 0.27394 2.87045
H -0.67632 2.00359 1.74614
H -0.93339 1.16596 0.04635
H -1.48230 0.49775 1.68441
H 3.13331 -0.24840 0.78045
H 2.85867 -0.89571 -0.95443
H 3.12036 0.93868 -0.44098
H 1.00005 -0.52029 -2.04916
H -0.48059 -0.40287 -1.12905
H -2.50486 -1.75940 -1.27531
H -2.63810 -0.12667 -1.73264
H -2.75396 -0.53391 -0.05977
H 0.79373 -0.10609 3.63643
*
```

## Properties
**HOMO energy**: -13.513 eV
**Frontier orbital gap**: 9.476 eV
**LUMO**: -4.0 eV


Of them, model w has the highest stability.


Model w:
One molecule with the formula CH5BrSi, computed with the ωB97M-V functional and the def2-TZVPD basis.

ORCA input file:
```
! RIJCOSX wB97M-V def2-TZVPD def2/J DEFGRID3
* xyz 0 1
C 0.81781 -0.61877 0.04207
Si -0.52604 0.66725 -0.08996
Br -2.79264 -0.10882 0.01973
H 0.78122 -1.69145 -0.20702
H 1.63470 -0.37236 -0.67978
H 1.27068 -0.69362 1.06001
H -0.81739 1.40335 -1.30832
H -0.36835 1.41441 1.16327
*
```

## Properties
**HOMO energy**: -10.046 eV
**Frontier orbital gap**: 10.820 eV
**LUMO**: 0.8 eV


Model x:
A 3-piece molecular cluster, CH5BrSi overall, computed with the ωB97M-V functional and the def2-TZVPD basis.

ORCA input file:
```
! RIJCOSX wB97M-V def2-TZVPD def2/J DEFGRID3
* xyz 0 1
C 0.95270 -2.15373 -0.38419
Si 1.45299 -0.48169 -0.61483
Br 3.32510 0.27966 0.34662
H -0.08112 -2.29908 -0.65259
H -2.63299 -2.09020 0.72272
H 1.53382 -3.03733 -0.09915
H 0.56300 0.55869 -0.94734
H -2.18468 -1.38362 0.99707
*
```

## Properties
**HOMO energy**: -8.629 eV
**Frontier orbital gap**: 8.518 eV
**LUMO**: -0.1 eV


Of them, model w has the highest stability.


Model w:
A 2-piece molecular cluster, C2H5S overall, computed with the ωB97M-V functional and the def2-TZVPD basis.

ORCA input file:
```
! RIJCOSX wB97M-V def2-TZVPD def2/J DEFGRID3
* xyz -1 1
S -2.52824 0.57471 0.31001
H -2.71228 -0.03163 1.45121
C 0.79509 -0.75987 -0.50523
C 1.03215 0.48989 -0.03206
H -0.20377 -1.16601 -0.20505
H 1.44124 -1.00789 -1.35449
H 0.15515 1.02849 0.42703
H 2.02067 0.87230 -0.09143
*
```

## Properties
**HOMO energy**: -2.511 eV
**Frontier orbital gap**: 6.941 eV
**LUMO**: 4.4 eV


Model x:
A 2-piece molecular cluster, C2H5S overall, computed with the ωB97M-V functional and the def2-TZVPD basis.

ORCA input file:
```
! RIJCOSX wB97M-V def2-TZVPD def2/J DEFGRID3
* xyz -1 1
S -1.78743 0.35824 0.10669
H -2.77463 -0.42171 0.60415
C 1.70386 -0.97545 -0.07290
C 2.23155 0.26636 -0.16276
H 0.68436 -0.94138 0.34296
H 1.74023 -1.61158 -0.95750
H 2.14564 0.85083 0.74626
H 2.91234 0.58532 -0.94736
*
```

## Properties
**HOMO energy**: -2.468 eV
**Frontier orbital gap**: 6.769 eV
**LUMO**: 4.3 eV


Model y:
A 2-piece molecular cluster, C2H5S overall, computed with the ωB97M-V functional and the def2-TZVPD basis.

ORCA input file:
```
! RIJCOSX wB97M-V def2-TZVPD def2/J DEFGRID3
* xyz -1 1
S -3.31378 0.01509 -0.07212
H -2.59935 0.26375 -1.24621
C 0.38081 0.09640 0.49090
C 1.54117 -0.23758 -0.05628
H 0.42271 0.79019 1.33065
H -0.60115 -0.24950 0.17857
H 1.68136 -0.73515 -1.01682
H 2.48823 0.05680 0.39130
*
```

## Properties
**HOMO energy**: -2.498 eV
**Frontier orbital gap**: 6.482 eV
**LUMO**: 4.0 eV


Of them, model y has the highest stability.


Model w:
A 2-piece molecular cluster, FHNO3P overall, computed with the ωB97M-V functional and the def2-TZVPD basis.

ORCA input file:
```
! RIJCOSX wB97M-V def2-TZVPD def2/J DEFGRID3
* xyz -2 1
N -1.36580 1.33193 0.84603
O 1.95586 -0.45720 -0.52155
O -0.20720 -0.93743 -1.90702
O 0.14459 -2.23791 0.17654
F -0.55783 2.08532 1.83442
P 0.59919 -1.07232 -0.63685
H -0.56881 1.28762 0.20844
*
```

## Properties
**HOMO energy**: 1.885 eV
**Frontier orbital gap**: 5.253 eV
**LUMO**: 7.1 eV


Model x:
A 2-piece molecular cluster, FHNO3P overall, computed with the ωB97M-V functional and the def2-TZVPD basis.

ORCA input file:
```
! RIJCOSX wB97M-V def2-TZVPD def2/J DEFGRID3
* xyz -2 1
N 0.81879 -0.62883 0.56989
O -0.55018 0.52614 -1.48438
O -0.37055 1.78418 0.69999
O -1.83826 -0.42729 0.54051
F 1.05192 -1.93552 0.01224
P -0.74034 0.47982 0.01377
H 1.62863 0.20149 -0.35202
*
```

## Properties
**HOMO energy**: 0.605 eV
**Frontier orbital gap**: 7.208 eV
**LUMO**: 7.8 eV


Of them, model w has the highest stability.


Model w:
One molecule with the formula CH4BrP, computed with the ωB97M-V functional and the def2-TZVPD basis.

ORCA input file:
```
! RIJCOSX wB97M-V def2-TZVPD def2/J DEFGRID3
* xyz 0 1
C -0.77161 -0.15251 0.02178
P 1.06423 -0.47879 0.08793
Br 1.91815 0.71376 -1.50976
H -1.34331 -0.56831 -0.83340
H -0.89739 0.84128 0.15905
H -1.03941 -0.83994 0.83978
H 1.06934 0.48450 1.23462
*
```

## Properties
**HOMO energy**: -9.241 eV
**Frontier orbital gap**: 10.071 eV
**LUMO**: 0.8 eV


Model x:
A 2-piece molecular cluster, CH4BrP overall, computed with the ωB97M-V functional and the def2-TZVPD basis.

ORCA input file:
```
! RIJCOSX wB97M-V def2-TZVPD def2/J DEFGRID3
* xyz 0 1
C -0.18410 -0.33847 0.38370
P 1.71434 1.33265 0.13526
Br 3.21568 -0.32819 -0.00278
H -0.70823 -0.05149 1.33708
H 0.27761 -1.31337 0.56489
H -0.71676 -0.17921 -0.64997
H 1.74492 1.56467 -1.27113
*
```

## Properties
**HOMO energy**: -8.831 eV
**Frontier orbital gap**: 8.641 eV
**LUMO**: -0.2 eV


Model y:
A 2-piece molecular cluster, CH4BrP overall, computed with the ωB97M-V functional and the def2-TZVPD basis.

ORCA input file:
```
! RIJCOSX wB97M-V def2-TZVPD def2/J DEFGRID3
* xyz 0 1
C 0.54224 -0.00718 0.46501
P -0.70462 0.96399 -0.57823
Br 2.16488 -0.39874 -0.64264
H 0.99205 0.28683 1.39434
H 0.20548 -1.04039 0.54642
H -1.37439 -0.75173 -1.51175
H -1.82564 0.94721 0.32686
*
```

## Properties
**HOMO energy**: -9.859 eV
**Frontier orbital gap**: 9.418 eV
**LUMO**: -0.4 eV


Of them, model w has the highest stability.